No. 1
DFT (wB97M-V/def2-TZVPD) results for 7 unconnected molecules or ions with the total composition C16H38N6O12S in a non-equilibrium geometry.

Each line ends with the Mulliken charge.
CARTESIAN COORDINATES (ANGSTROEM)
C1 -5.724 0.427 0.348  -0.5919
N1 -6.731 -0.537 0.744  0.8546
O1 -6.704 -0.951 1.954  -0.5430
O2 -7.462 -0.972 -0.080  -0.5105
H1 -4.822 -0.111 0.056  0.1800
H2 -5.359 1.090 1.133  0.2475
H3 -6.162 0.883 -0.540  0.3785
C2 3.240 1.530 1.591  -0.2846
N2 4.772 1.509 1.415  0.8757
O3 5.249 1.311 0.279  -0.5085
O4 5.475 1.843 2.371  -0.5629
H4 2.692 2.462 1.453  0.3050
H5 3.038 0.975 2.507  0.2079
H6 2.909 0.952 0.728  -0.0088
C3 -1.606 1.440 -0.094  -0.1422
C4 -0.532 0.398 0.307  0.4301
O5 0.665 0.941 -0.161  -0.2779
S1 0.469 2.062 -1.339  0.8746
O6 0.172 1.546 -2.697  -0.3927
O7 1.561 3.036 -1.131  -0.4617
O8 -0.916 2.536 -0.546  -0.4141
H7 -2.054 1.547 0.894  0.2949
H8 -2.373 1.073 -0.777  0.2450
H9 -0.770 -0.576 -0.122  0.1917
H10 -0.252 0.171 1.336  -0.3631
C5 4.901 2.652 -2.823  0.0087
O9 6.007 3.141 -2.910  -0.5762
N3 4.594 1.352 -3.136  0.2193
C6 3.405 0.754 -2.496  -0.5447
C7 5.401 0.564 -4.088  -0.9386
H11 4.185 3.276 -2.266  0.4039
H12 2.692 0.610 -3.308  0.4340
H13 3.067 1.148 -1.537  -0.2936
H14 3.705 -0.236 -2.152  0.3365
H15 6.201 1.075 -4.624  0.3357
H16 5.789 -0.325 -3.591  0.3408
H17 4.844 0.132 -4.920  0.2814
C8 -1.203 -0.484 -7.660  0.0352
O10 -0.713 -0.768 -8.756  -0.5934
N4 -0.671 -0.830 -6.462  0.1067
C9 -1.116 0.116 -5.385  -1.0600
C10 0.525 -1.707 -6.356  -0.8879
H18 -2.109 0.122 -7.502  0.3650
H19 -2.175 0.030 -5.142  0.3386
H20 -0.965 1.173 -5.605  0.3847
H21 -0.539 -0.163 -4.504  0.3497
H22 0.717 -2.324 -7.234  0.3253
H23 1.357 -1.007 -6.274  0.3588
H24 0.457 -2.485 -5.596  0.2848
C11 -3.304 -1.416 2.754  0.0630
O11 -3.031 -0.906 1.632  -0.6466
N5 -2.477 -2.281 3.341  0.2950
C12 -2.904 -2.805 4.640  -0.9385
C13 -1.216 -2.673 2.696  -0.8023
H25 -4.279 -1.268 3.244  0.3360
H26 -2.300 -2.518 5.501  0.2212
H27 -2.862 -3.874 4.427  0.4001
H28 -3.885 -2.603 5.069  0.3445
H29 -0.434 -1.981 3.007  0.1084
H30 -0.910 -3.699 2.899  0.3551
H31 -1.313 -2.589 1.614  0.2719
C14 0.804 -1.442 5.747  0.0242
O12 1.526 -2.052 5.017  -0.5492
N6 0.317 -0.220 5.437  0.2028
C15 -0.825 0.298 6.130  -0.8457
C16 0.709 0.405 4.239  -1.0141
H32 0.495 -1.783 6.747  0.3576
H33 -0.733 1.367 6.326  0.2873
H34 -1.042 -0.329 6.994  0.3264
H35 -1.717 0.206 5.510  0.2529
H36 0.723 1.489 4.352  0.4148
H37 1.636 -0.012 3.845  0.4153
H38 -0.111 0.284 3.532  0.0817

Its LUMO energy is -0.23 eV. The HOMO energy comes out at -8.80 eV. For the molar mass, the calculation gives 538.6 g mol⁻¹. As for the SMILES: C[N+](=O)[O-].C[N+](=O)[O-].O=S1(=O)OCCO1.CN(C)C=O.CN(C)C=O.CN(C)C=O.CN(C)C=O. The energy above the lowest of the compared OMol25 structures with the same formula, charge and spin is 0.000 eV. Its HOMO-LUMO gap is 8.577 eV.

=====

No. 2
DFT (wB97M-V/def2-TZVPD) results for 3 unconnected molecules or ions with the total composition C16H39N6O3 in a non-equilibrium geometry.

Each line ends with the Mulliken charge.
CARTESIAN COORDINATES (ANGSTROEM)
C1 0.831 -2.584 0.205  -0.2891
O1 1.271 -1.964 -1.073  -0.3808
C2 2.119 -0.777 -0.817  -0.5372
C3 1.202 0.485 -0.282  -0.4123
C4 -0.078 0.745 -1.309  -0.3115
C5 -0.960 2.057 -0.854  -0.2687
C6 -1.782 1.879 0.553  -0.7735
C7 -2.454 0.401 0.783  -0.2741
N1 -3.646 0.094 -0.095  0.3636
C8 -4.081 0.605 -1.451  0.0802
N2 -5.384 -0.084 -1.909  -0.1576
N3 -5.628 -0.949 -0.849  -0.2138
N4 -4.659 -0.851 0.168  -0.0560
H1 1.711 -2.875 0.920  0.2712
H2 0.099 -1.854 0.766  -0.0857
H3 0.220 -3.556 -0.094  0.2631
H4 2.920 -1.032 0.016  0.3117
H5 2.739 -0.518 -1.795  0.2753
H6 0.729 0.277 0.788  0.1514
H7 1.832 1.491 -0.229  0.3222
H8 0.423 1.013 -2.359  0.2393
H9 -0.712 -0.231 -1.476  0.1891
H10 -0.169 2.932 -0.668  0.2716
H11 -1.610 2.412 -1.766  0.1065
H12 -0.978 2.016 1.425  0.3643
H13 -2.541 2.784 0.704  0.3558
H14 -2.862 0.395 1.905  0.4137
H15 -1.656 -0.464 0.740  0.1216
H16 -3.526 1.420 -2.085  0.3285
H17 -4.713 -1.447 1.023  0.3048
C9 -0.695 -5.083 6.032  -1.3903
C10 -0.606 -5.200 4.512  0.3261
C11 0.820 -4.977 3.958  -0.7196
O2 1.237 -3.608 3.930  -0.3010
C12 1.704 -3.113 5.176  -0.7264
N5 -1.570 -4.271 3.904  -0.7337
H18 -0.676 -4.048 6.379  0.2823
H19 -1.636 -5.519 6.392  0.3533
H20 0.125 -5.622 6.517  0.3468
H21 -0.903 -6.222 4.250  0.4053
H22 0.830 -5.307 2.911  0.3375
H23 1.559 -5.595 4.482  0.4081
H24 2.232 -3.876 5.753  0.3218
H25 0.871 -2.705 5.750  0.2578
H26 2.395 -2.290 4.973  0.2397
H27 -1.578 -4.423 2.895  0.2672
H28 -1.186 -3.326 4.003  0.3232
C13 1.542 4.643 -5.874  -1.4113
C14 2.216 3.604 -4.981  0.1859
C15 1.423 3.289 -3.691  -0.2112
O3 1.517 4.296 -2.679  -0.4012
C16 0.651 5.404 -2.874  -0.7610
N6 3.583 4.051 -4.676  -0.7117
H29 1.661 5.663 -5.501  0.2922
H30 1.980 4.622 -6.879  0.3519
H31 0.471 4.438 -5.976  0.3351
H32 2.281 2.675 -5.561  0.4446
H33 1.854 2.384 -3.244  0.0804
H34 0.374 3.055 -3.909  0.3527
H35 -0.301 5.112 -3.326  0.3313
H36 1.148 6.162 -3.481  0.2876
H37 0.448 5.849 -1.896  0.2613
H38 4.062 3.310 -4.164  0.2799
H39 3.510 4.809 -3.991  0.3216

Its LUMO energy is -5.24 eV. The HOMO energy comes out at -11.16 eV. For the molar mass, the calculation gives 363.5 g mol⁻¹. The energy above the lowest of the compared OMol25 structures with the same formula, charge and spin is 5.760 eV. Its HOMO-LUMO gap is 5.925 eV. As for the net charge: +1.

=====

No. 3
DFT (wB97M-V/def2-TZVPD) results for a molecular structure, C16H39NO12P2S in a non-equilibrium geometry.

Each line ends with the Mulliken charge.
CARTESIAN COORDINATES (ANGSTROEM)
C1 -1.083 1.186 -0.795  -0.5058
C2 -1.040 0.304 -2.185  0.1634
O1 -0.403 0.851 -3.243  -0.5500
N1 -1.712 -1.042 -2.343  0.5184
O2 -2.521 -1.350 -1.314  -0.3415
P1 -4.142 -1.238 -2.030  0.9827
O3 -4.015 -0.443 -3.421  -0.5907
O4 -5.293 -0.434 -0.966  -0.4863
O5 -4.591 -2.869 -2.446  -0.2490
P2 -5.931 -3.325 -1.427  0.2575
S1 -7.544 -2.545 -2.197  -0.3392
C3 -0.743 -2.151 -2.686  0.3075
C4 -0.051 -3.210 -1.644  -0.4836
O6 -0.450 -2.313 -4.007  -0.5275
H1 -0.797 2.308 -0.967  0.1068
H2 -0.427 0.650 0.030  0.2868
H3 -2.208 1.136 -0.413  0.2779
H4 -5.934 0.041 -1.593  0.3787
H5 -5.995 -4.786 -1.469  0.1279
H6 -5.762 -2.893 -0.057  0.1406
H7 -0.859 -3.633 -0.902  0.2531
H8 0.370 -4.104 -2.301  -0.0090
H9 0.841 -2.767 -1.011  0.2612
C5 1.451 7.279 2.077  -0.7415
O7 1.103 7.207 0.697  -0.4011
C6 1.895 6.251 -0.012  -0.6304
C7 1.143 4.928 -0.199  -0.4609
O8 0.900 4.284 1.057  -0.2750
C8 -0.421 4.505 1.533  -0.5015
H10 0.642 7.787 2.609  0.2899
H11 1.590 6.290 2.521  0.2457
H12 2.369 7.862 2.189  0.4003
H13 2.856 6.091 0.491  0.3272
H14 2.102 6.677 -1.001  0.4026
H15 1.766 4.250 -0.791  0.3689
H16 0.203 5.080 -0.743  0.3716
H17 -1.116 3.849 0.998  0.2074
H18 -0.737 5.545 1.415  0.3241
H19 -0.449 4.255 2.597  0.1049
C9 1.453 -9.019 -5.905  -0.7141
O9 2.169 -7.824 -6.205  -0.3746
C10 1.411 -6.650 -5.907  -0.5750
C11 1.822 -6.044 -4.560  -0.1785
O10 1.505 -6.922 -3.475  -0.3729
C12 2.634 -7.664 -3.030  -0.7654
H20 2.167 -9.847 -5.872  0.2436
H21 0.941 -8.964 -4.941  0.3077
H22 0.724 -9.212 -6.696  0.3234
H23 0.336 -6.862 -5.932  0.3281
H24 1.625 -5.920 -6.697  0.3737
H25 1.255 -5.121 -4.402  0.1860
H26 2.889 -5.787 -4.551  0.3075
H27 3.266 -7.027 -2.404  0.3278
H28 3.223 -8.060 -3.861  0.3464
H29 2.276 -8.505 -2.430  0.2340
C13 1.224 5.612 5.817  -0.8657
O11 0.663 4.528 5.080  -0.3374
C14 1.538 3.399 5.028  -0.2799
C15 1.143 2.335 6.060  -0.7043
O12 1.310 2.818 7.397  -0.3734
C16 0.086 3.255 7.973  -0.6956
H30 0.418 6.309 6.068  0.2626
H31 1.697 5.281 6.745  0.4024
H32 1.958 6.130 5.196  0.3249
H33 2.582 3.708 5.161  0.3545
H34 1.443 2.965 4.026  0.3156
H35 1.806 1.472 5.945  0.3984
H36 0.114 1.992 5.899  0.3226
H37 -0.494 2.387 8.299  0.3284
H38 -0.510 3.853 7.278  0.2891
H39 0.319 3.872 8.846  0.2481

Its LUMO energy is -1.04 eV. The HOMO energy comes out at -9.26 eV. For the molar mass, the calculation gives 531.5 g mol⁻¹. Its HOMO-LUMO gap is 8.215 eV.